Record 1
17
Properties=species:S:1:pos:R:3 method="wB97M-V/def2-TZVPD" lumo_ev=0.8 fmax_ev_per_a=4.30 smiles=CO[C@H](Cl)N(C)C total_charge=0 homo_energy_ev=-9.18 e_above_lowest_kcal_mol=60.45
C 1.5785 0.8288 -0.0134
C 1.3850 -1.6189 0.4108
C -2.3334 0.8733 -0.8670
C -0.4944 -0.1418 0.0103
N 0.8904 -0.3829 -0.2047
O -0.9293 1.0419 -0.5210
Cl -0.6924 0.3148 2.0625
H 1.1656 1.3132 0.8771
H 2.6093 0.5730 0.2378
H 1.4980 1.5076 -0.9289
H 1.2934 -2.5814 -0.3212
H 2.4268 -1.5772 0.4852
H 0.9212 -1.7998 1.3455
H -2.8261 0.6641 0.1117
H -2.5465 -0.0582 -1.5508
H -2.6297 1.9142 -1.2564
H -1.3165 -0.8708 0.1227

Record 2
23
Properties=species:S:1:pos:R:3 method="wB97M-V/def2-TZVPD" lumo_ev=-0.3 fmax_ev_per_a=5.24 total_charge=0 homo_energy_ev=-8.88
C -1.8854 -1.9327 0.5238
C -1.2309 -0.9641 1.6066
O -0.3758 -1.4722 2.3818
O -1.5570 0.4143 1.8175
C -1.4394 1.1981 0.6301
O -2.1953 1.0280 -0.3738
C -0.3724 2.4112 0.4818
Si 1.4570 1.8602 0.6067
O 2.0233 1.0432 -0.8402
Si 2.0520 -0.6722 -0.5318
P 0.7193 -1.6293 -2.0140
O -0.0904 -0.3393 -2.8025
Cl 2.0187 -2.4383 -3.4651
H -1.1875 -2.8459 0.4302
H -2.8804 -2.3314 0.9472
H -1.9878 -1.4915 -0.5200
H -0.6661 3.2298 1.2426
H -0.5203 2.9063 -0.5521
H 2.2613 3.1036 0.6862
H 1.7681 1.1154 1.8390
H 1.5968 -0.8655 0.8460
H 3.4291 -1.2213 -0.5785
H -0.9370 -0.1062 -2.3614

Record 3
25
Properties=species:S:1:pos:R:3 method="wB97M-V/def2-TZVPD" lumo_ev=2.2 fmax_ev_per_a=2.76 total_charge=-1 homo_energy_ev=-4.24
N -0.2560 -0.7042 3.9297
Ta -1.4991 0.5963 2.8648
P 0.0148 0.7908 0.7259
O 0.6079 2.3255 0.7196
I 2.0276 -0.5970 1.0355
C -2.5706 -1.2634 1.8763
F -3.8046 -1.4872 2.4183
F -2.8370 -1.1924 0.5380
F -1.9555 -2.4792 1.9872
H 0.1911 -1.4363 3.3943
H -0.7717 -1.1625 4.6694
H -0.6801 2.1686 3.4027
H -2.7409 1.5590 1.8730
H -2.6908 0.6712 4.2671
H 0.9644 2.5400 1.5778
C 1.1207 0.8097 -3.3087
C 1.1473 -0.2697 -4.3820
O 2.3820 -0.9453 -4.1017
C 2.6940 -0.7363 -2.7910
O 3.5331 -1.3048 -2.1896
O 1.8861 0.2050 -2.2692
H 0.1284 1.0491 -2.9406
H 1.6222 1.7254 -3.6275
H 0.3276 -0.9808 -4.2731
H 1.1593 0.1186 -5.3961

Record 4
17
Properties=species:S:1:pos:R:3 method="wB97M-V/def2-TZVPD" lumo_ev=-3.9 fmax_ev_per_a=5.43 smiles="CC[C@H](F)/[NH+]=C/N" total_charge=+1 homo_energy_ev=-15.23 e_above_lowest_kcal_mol=0.95
C 1.8661 -0.1223 0.1146
C -2.0059 0.7531 0.0139
C -1.4964 -0.6117 0.4403
C -0.2847 -1.0552 -0.4828
N 2.7613 0.8506 0.1853
N 0.7807 -0.1103 -0.5830
F 0.2091 -2.2677 -0.0787
H 2.1210 -0.9347 0.7253
H -1.2513 1.6093 0.0890
H -2.3478 0.6949 -1.1044
H -2.9903 0.8404 0.5918
H -2.2338 -1.3029 0.3541
H -1.0665 -0.4069 1.3896
H -0.4500 -1.1580 -1.4999
H 3.4909 0.6992 0.8730
H 2.6431 1.8526 -0.1058
H 0.2544 0.6696 -0.9224